(1)
Formula: C12H17N5OS
Source: OMol25
Level of theory: the ωB97M-V functional and the def2-TZVPD basis

Last column: natural (NBO) charge in e.
Cartesian coordinates (Å):
O: 2.30226 -4.69135 -0.46525  -0.996
N: -0.24583 -0.13052 0.88228  -0.583
N: 1.69471 0.21769 -0.52613  -0.567
N: -0.09618 1.74856 -0.33566  -0.600
C: 0.97905 -0.47351 0.39438  0.623
C: -0.67553 1.01968 0.51026  0.602
C: 1.04301 1.34607 -0.88360  0.489
N: 1.42143 -1.80104 0.72296  -0.428
N: -1.90571 1.54822 0.79249  -0.590
S: 2.90341 -4.01460 0.67694  1.282
C: 2.70186 -2.30929 0.17939  -0.438
C: 0.49284 -2.78911 1.36509  -0.196
C: 1.50790 -3.89835 1.86651  -0.618
C: 1.90732 3.51882 -1.86732  -0.389
C: 1.04898 2.91173 -2.91535  -0.402
C: -4.35729 1.26336 1.30648  -0.449
C: -4.07587 0.60920 -0.07259  -0.442
C: 1.80441 2.02335 -1.90524  -0.292
C: -3.04349 0.63229 1.00055  -0.073
H: -1.86667 2.34598 0.22522  0.407
H: 3.59596 -1.74846 0.43149  0.219
H: 2.64366 -2.21300 -0.87306  0.247
H: -0.33054 -3.20273 0.78110  0.209
H: 0.12664 -2.42186 2.28889  0.218
H: 0.87012 -4.83293 1.87394  0.252
H: 1.88839 -3.67709 2.82546  0.217
H: 1.45387 3.97040 -1.03936  0.225
H: 2.97284 3.85980 -2.13235  0.220
H: 1.51953 2.93580 -3.92697  0.225
H: -0.04106 2.98464 -2.78335  0.236
H: -4.92410 0.92567 2.22022  0.231
H: -4.49980 2.33273 1.14449  0.213
H: -4.79911 -0.30046 -0.12509  0.226
H: -3.87600 1.20363 -0.96837  0.229
H: 2.61310 1.42685 -2.28283  0.244
H: -2.75413 -0.32018 1.61436  0.249

## Properties
Frontier orbital gap: 9.500 eV
Multiplicity: 1
Energy above the lowest of the compared OMol25 structures with the same formula, charge and spin: 40.4 kcal per mole
Charge: 0
Total energy: -33049.22452 eV
HOMO energy: -8.782 eV

---

(2)
Formula: C25H24CeClNOP
Source: OMol25
Level of theory: the ωB97M-V functional and the def2-TZVPD basis

Last column: Löwdin spin population.
Cartesian coordinates (Å):
Ce: 1.17578 0.57797 -0.27599  1.003
Cl: 2.74732 0.48821 -2.36415  -0.014
C: -0.46152 2.04503 -0.15546  0.009
O: -0.99740 3.09233 -0.13543  0.017
P: -1.45306 -0.32203 -1.84516  -0.008
C: -3.21453 -0.77634 -1.40257  -0.002
C: -1.70286 1.10385 -2.98790  0.000
C: -0.99992 -1.65634 -3.05492  -0.001
C: -0.83529 1.30981 -4.07666  0.000
C: -0.96690 2.44789 -4.87702  0.000
C: -1.92385 3.42230 -4.56689  0.000
C: -2.74445 3.25484 -3.44077  0.000
C: -2.62578 2.10738 -2.64799  0.000
H: -0.05389 0.57534 -4.29463  0.000
H: -0.32772 2.56215 -5.75649  0.000
H: -2.04358 4.29795 -5.20653  0.000
H: -3.48444 4.01459 -3.18807  0.000
H: -3.23884 1.98160 -1.75577  0.000
C: -3.69949 -0.43192 -0.11870  0.000
C: -4.98654 -0.78793 0.29648  0.000
C: -5.85675 -1.47025 -0.55912  0.000
C: -5.39946 -1.81113 -1.84278  0.000
C: -4.09231 -1.48638 -2.24392  0.000
H: -3.06015 0.10431 0.58102  0.000
H: -5.30731 -0.51316 1.30586  0.000
H: -6.87043 -1.72023 -0.23399  0.000
H: -6.05555 -2.33116 -2.54158  0.000
H: -3.76726 -1.80551 -3.23364  0.000
C: -1.56214 -1.77035 -4.34101  0.000
C: -1.16250 -2.79723 -5.20926  0.000
C: -0.15677 -3.69725 -4.83364  0.000
C: 0.42435 -3.57534 -3.56260  0.000
C: -0.01053 -2.58717 -2.68005  0.000
H: -2.31298 -1.05550 -4.68775  0.000
H: -1.65474 -2.87790 -6.18043  0.000
H: 0.17262 -4.49162 -5.50740  0.000
H: 1.21824 -4.25356 -3.24645  0.000
H: 0.44320 -2.53157 -1.68641  0.000
H: -1.27193 -1.64276 1.43301  0.000
H: -0.79805 -2.15620 1.16455  0.000
N: 1.43224 -0.08815 2.28393  -0.003
C: 2.53218 0.74977 2.65828  0.000
C: 2.30473 2.11570 2.72799  -0.001
C: 3.41502 2.93691 2.98353  0.000
C: 4.67618 2.34212 3.13899  -0.001
C: 4.87331 0.95642 3.04150  0.000
C: 3.77452 0.12929 2.79014  0.000
H: 0.56473 0.26598 2.72035  0.000
H: 1.59264 -1.06829 2.55029  0.000
H: 1.27745 2.52687 2.62721  0.000
H: 3.25772 4.01390 3.09102  0.000
H: 5.53956 2.97508 3.36194  0.000
H: 5.85633 0.50026 3.18370  0.000
H: 3.85792 -0.96624 2.71577  0.000

## Properties
Frontier orbital gap (spin up / spin down): 5.487 / 5.551 eV
Multiplicity: 2
Charge: +2
Total energy: -64576.30248 eV
⟨S²⟩: 0.75
HOMO energy (spin up / spin down): -14.373 / -14.372 eV

---

(3)
Formula: BrClFN
Source: OMol25
Level of theory: the ωB97M-V functional and the def2-TZVPD basis

Last column: natural (NBO) charge in e.
Cartesian coordinates (Å):
N: 1.10260 0.20054 0.53191  -0.024
F: 2.20948 0.49103 -0.20422  -0.216
Cl: 0.09739 -0.72691 -0.24659  0.253
Br: -3.40947 0.03533 -0.08110  -0.013

## Properties
Frontier orbital gap (spin up / spin down): 10.374 / 6.473 eV
Multiplicity: 1
Energy above the lowest of the compared OMol25 structures with the same formula, charge and spin: 30.0 kcal per mole
Charge: 0
Total energy: -86767.22715 eV
HOMO energy (spin up / spin down): -11.540 / -10.264 eV

---

(4)
Formula: C3H6FOP
Source: OMol25
Level of theory: the ωB97M-V functional and the def2-TZVPD basis

Last column: natural (NBO) charge in e.
Cartesian coordinates (Å):
C: -1.84026 -0.21040 0.02123  -0.391
C: -1.31153 -1.38596 -0.14912  -0.375
C: 2.04766 0.26763 0.59275  -0.270
O: 1.54100 2.91023 0.03596  -1.001
F: 1.87170 -1.01700 0.05785  -0.364
P: 1.27868 1.54268 -0.31305  1.485
H: -1.51489 0.55299 0.63771  0.185
H: -2.95368 -0.06613 -0.35719  0.191
H: -0.35682 -1.74436 0.03521  0.204
H: 2.10144 0.18837 1.68070  0.206
H: -1.88112 -2.04470 -0.72769  0.184
H: 1.01781 1.00665 -1.51437  -0.054

## Properties
Frontier orbital gap (spin up / spin down): 8.575 / 8.576 eV
Multiplicity: 1
Energy above the lowest of the compared OMol25 structures with the same formula, charge and spin: 71.4 kcal per mole
Charge: 0
Total energy: -17258.28735 eV
HOMO energy (spin up / spin down): -9.121 / -9.121 eV

---

(5)
Formula: C24H39F2N3O10P3S
Source: OMol25
Level of theory: the ωB97M-V functional and the def2-TZVPD basis

Last column: Mulliken charge in e.
Cartesian coordinates (Å):
C: 5.99002 -1.96391 0.17890  -0.991
C: 4.40273 -2.35021 0.21426  -0.296
O: 3.73524 -1.29249 0.96321  -0.283
P: 2.04362 -1.30696 0.71249  0.822
O: 1.61010 -1.79411 -0.68305  -0.675
C: 1.09569 -2.32114 1.98337  -0.821
C: -0.43984 -2.61452 1.57844  -0.972
C: -1.15200 -1.40265 0.82404  -0.151
C: -1.48365 -1.47831 -0.71072  0.240
P: -1.13860 -2.98477 -1.79417  0.269
O: -1.51599 -4.33226 -1.12795  -0.484
N: -2.09598 -0.31914 -1.35859  0.217
C: -2.42402 0.91953 -0.67923  -0.118
P: -3.17717 2.39877 -1.64909  -0.027
C: -1.66061 3.56006 -1.89877  -0.578
C: -1.29362 4.41052 -0.58464  -0.568
C: -3.56736 1.82816 -3.44914  -0.549
C: -2.14456 1.60910 -4.22347  -0.777
C: -2.16006 1.06450 0.85914  -0.087
N: -2.49882 2.34173 1.51962  -0.179
C: -3.77343 2.30838 1.85507  0.210
S: -5.18249 2.37070 2.73039  -0.118
C: -1.51367 -0.09929 1.66148  1.175
C: -1.14390 -0.10138 3.21113  -0.770
N: -1.82722 0.93778 4.02934  -0.287
C: -0.81142 2.05192 4.21396  -0.690
O: 1.54822 0.35049 0.82396  -0.303
C: 2.60473 1.24587 0.35591  0.106
C: 3.03835 1.01819 -1.18111  -0.709
H: 6.11492 -1.29424 -0.75730  0.251
H: 6.55891 -2.93220 -0.04380  0.336
H: 6.33611 -1.42893 1.12665  0.265
H: 4.23446 -3.38425 0.69752  0.341
H: 4.08556 -2.43086 -0.88082  0.251
H: 1.62592 -3.35034 2.04072  0.511
H: 1.21516 -1.86782 3.04029  0.391
H: -1.00139 -2.87505 2.54938  0.323
H: -0.42424 -3.59388 0.96006  0.118
H: -1.98715 -2.85774 -2.96867  0.138
H: 0.20946 -3.08555 -2.26198  0.100
H: -2.30383 -0.38958 -2.36508  0.290
H: -1.90972 4.30486 -2.73687  0.452
H: -0.72682 2.97034 -2.19748  0.272
H: -0.54248 5.24661 -0.82620  0.129
H: -2.21998 4.80130 -0.01841  0.308
H: -0.75104 3.71842 0.17004  0.058
H: -4.22505 0.88870 -3.46491  0.372
H: -4.08578 2.70308 -3.98483  0.377
H: -1.35513 1.25104 -3.45867  0.077
H: -2.29884 0.78835 -5.00446  0.287
H: -1.73762 2.56190 -4.70157  0.308
H: -1.49201 -1.12816 3.62950  0.315
H: -0.00017 -0.08120 3.40814  0.137
H: -2.11262 0.59546 4.95555  0.334
H: -1.39025 3.05329 4.27878  0.264
H: -0.09318 2.14130 3.32849  0.153
H: -0.18713 1.91891 5.17088  0.325
H: 2.15489 2.31323 0.39964  -0.051
H: 3.52489 1.28172 1.05010  0.283
H: 4.00615 0.38518 -1.19015  0.087
H: 3.26798 2.00832 -1.72402  0.352
H: 2.25851 0.46217 -1.81007  0.228
C: 2.01026 6.63832 0.15803  -0.457
C: 3.37999 7.22601 0.03981  0.270
O: 4.22575 6.09906 0.15007  -0.295
C: 3.50385 5.05425 -0.33985  0.517
O: 3.97613 3.99944 -0.65559  -0.477
O: 2.17701 5.35766 -0.43449  -0.180
F: 3.64011 8.06205 1.07097  -0.290
H: 1.69076 6.51890 1.19727  0.304
H: 1.25867 7.22297 -0.37495  0.307
H: 3.57023 7.73691 -0.90861  0.299
C: -2.84367 -7.37912 0.22349  -0.133
C: -3.60516 -7.71461 -1.01904  0.276
O: -2.82763 -8.73561 -1.60865  -0.298
C: -2.21080 -9.36777 -0.56975  0.614
O: -1.68873 -10.44087 -0.65052  -0.505
O: -2.26872 -8.62895 0.57558  -0.321
F: -3.64353 -6.65892 -1.86654  -0.243
H: -2.04743 -6.65000 0.04700  0.113
H: -3.48998 -7.00637 1.01997  0.280
H: -4.61991 -8.08224 -0.83944  0.233

## Properties
Frontier orbital gap: 7.248 eV
Multiplicity: 1
Charge: +1
Total energy: -94590.15090 eV
HOMO energy: -11.611 eV

---

What is the charge in the first record? 0

---

Which of these has the highest multiplicity? C25H24CeClNOP

---

The lowest total energy belongs to which entry? C24H39F2N3O10P3S

---

Which value of charge does entry 2 give? +2